{
  "formula": "C29H80N4O13",
  "method": "wB97M-V/def2-TZVPD",
  "species": ["O", "O", "O", "O", "O", "O", "O", "O", "O", "O", "O", "O", "O", "N", "N", "N", "N", "C", "C", "C", "C", "C", "C", "C", "C", "C", "C", "C", "C", "C", "C", "C", "C", "C", "C", "C", "C", "C", "C", "C", "C", "C", "C", "C", "C", "C", "H", "H", "H", "H", "H", "H", "H", "H", "H", "H", "H", "H", "H", "H", "H", "H", "H", "H", "H", "H", "H", "H", "H", "H", "H", "H", "H", "H", "H", "H", "H", "H", "H", "H", "H", "H", "H", "H", "H", "H", "H", "H", "H", "H", "H", "H", "H", "H", "H", "H", "H", "H", "H", "H", "H", "H", "H", "H", "H", "H", "H", "H", "H", "H", "H", "H", "H", "H", "H", "H", "H", "H", "H", "H", "H", "H", "H", "H", "H", "H"],
  "positions_angstrom": [[-3.1688, -7.0305, 2.2355], [5.9672, -2.5879, -1.3790], [-9.2818, 4.2905, 0.9705], [8.5088, 1.2255, 5.7488], [-2.0514, -4.5369, -5.6903], [7.4051, -6.4350, 5.4284], [-5.1187, 2.8054, -0.3350], [9.9344, 2.0916, 9.9834], [1.8187, -2.6401, 1.5000], [-0.1029, -2.1271, 6.1524], [-3.6313, 7.0489, -5.5242], [0.7916, 5.6003, -3.6237], [-2.7186, -9.3551, -8.3705], [-3.4167, -7.4169, -6.1157], [-0.9436, 5.9981, -5.9026], [8.2300, 0.6534, 8.4614], [-6.3545, 5.4072, 1.1059], [-5.8675, 5.1656, -0.2658], [0.9411, 4.9590, -4.9005], [7.6962, 1.3061, 9.6533], [-3.0260, 6.7244, -6.7979], [-4.4838, -7.2036, 2.6888], [-2.2919, -7.2627, -7.0956], [-1.0598, -3.0942, 6.4699], [-5.0464, 7.0640, -5.5452], [7.1264, 0.5945, 7.5601], [-4.6646, 4.1697, -0.3164], [-7.5823, 6.2065, 1.2078], [-5.3552, 2.2096, 1.0060], [8.1811, 2.0468, 4.6790], [1.5985, 4.9484, -2.5975], [-3.1013, -6.6473, -4.9192], [6.5969, -6.6713, 4.2431], [-1.5888, -10.2252, -8.3720], [-2.5795, -7.9775, -8.3886], [7.4040, 0.3899, 6.0178], [0.5763, 5.9449, -6.0546], [-2.2795, -3.3139, -6.2741], [5.8269, -1.5913, -2.3815], [-8.8857, 5.6531, 0.5781], [8.8483, 1.4637, 10.5932], [11.1575, 2.1215, 10.6423], [-9.6899, 4.0850, 2.2943], [-1.5447, 6.8343, -6.9197], [0.7391, -2.0337, 0.8942], [-3.1881, -5.0833, -5.0596], [-8.7639, 5.7957, -0.4957], [-4.5653, -7.9297, 3.4977], [-5.3361, 6.9675, -4.4989], [-1.3244, -3.0708, -6.7397], [-4.1160, 4.3219, -1.2460], [-6.2449, 2.6522, 1.4539], [1.3080, 5.2642, -1.5955], [-5.6521, 1.1998, 0.7225], [0.3022, 4.0785, -4.9687], [-5.2956, 6.1605, -6.1018], [-6.2797, 4.6198, 1.7340], [-9.6791, 6.3424, 0.8671], [11.0909, 2.5299, 11.6507], [0.6155, -0.9605, 1.0393], [6.3469, -0.1236, 7.8146], [-3.5366, 7.3061, -7.5654], [-6.6823, 4.7951, -0.8878], [-10.2410, 4.9725, 2.6055], [8.9212, 1.2607, 8.0449], [-5.4449, 8.0354, -5.8378], [5.3511, -1.9530, -3.2930], [-0.1492, -2.5548, 1.2511], [6.3182, -3.3833, -1.7861], [-4.5128, 2.0944, 1.6880], [-5.0880, -7.5203, 1.8387], [-7.3522, 7.2102, 0.8505], [2.4145, -2.7997, 0.7644], [-1.7852, -7.8200, -9.1182], [-2.2317, -6.1907, -7.2829], [1.3036, 3.8997, -2.5582], [1.0359, 5.7015, -7.0125], [11.7342, 2.6466, 9.8809], [5.9181, -5.8205, 4.1836], [2.6338, 5.2147, -2.8107], [-0.7170, -3.4384, 7.4457], [-2.5382, -6.9973, 2.9587], [5.4012, -0.6861, -1.9484], [-7.8778, 6.4170, 2.2357], [7.1222, -6.4875, 3.3059], [-3.2652, 5.6761, -6.9770], [-1.9895, -11.2389, -8.3784], [-10.4487, 3.3065, 2.2151], [8.6897, 2.1886, 11.3917], [-2.5674, -2.5510, -5.5508], [-0.9348, -3.8988, 5.7451], [-3.0666, -3.3413, -7.0276], [6.4916, 0.5634, 5.4472], [-5.5282, 6.0627, -0.7838], [-1.3117, 6.6001, -7.9584], [6.8314, -1.3555, -2.7326], [7.2841, 2.2772, 9.3790], [6.9303, -6.3330, 6.2564], [-3.9771, 4.4079, 0.4952], [6.8639, 0.7488, 10.0832], [-2.0483, -2.6367, 6.4313], [-1.3098, -7.5365, -6.7100], [9.1594, 0.5526, 11.1043], [-0.0134, -2.1149, 5.1967], [8.3400, 1.5179, 3.7393], [-1.2925, 7.8776, -6.7299], [-3.5149, -8.3948, -5.8833], [-3.3438, -4.6662, -4.0647], [-1.2340, 6.5820, -5.1313], [1.0914, 6.8473, -5.7255], [11.6803, 1.1651, 10.6407], [-3.5315, -7.7866, -8.8840], [-3.8399, -6.8203, -4.1365], [8.7646, 2.9674, 4.6878], [1.9460, 4.5561, -5.0267], [7.6608, -0.6592, 5.8710], [-0.9985, -10.1282, -7.4608], [-4.7869, -6.2142, 3.0311], [6.0830, -7.6317, 4.2831], [-0.9073, -10.1381, -9.2183], [7.2046, 2.5308, 4.6612], [-4.1193, -4.8220, -5.5622], [0.6598, -2.2298, -0.1751], [6.6236, 1.5607, 7.6027], [-8.8921, 3.8271, 2.9909], [-2.1114, -6.8431, -4.5071]],
  "mulliken_charge": [-0.501, -0.485, -0.370, -0.344, -0.319, -0.519, -0.369, -0.304, -0.461, -0.491, -0.327, -0.319, -0.359, -0.429, -0.321, -0.372, -0.258, -0.369, -0.580, -0.565, -0.541, -0.440, -0.181, -0.419, -0.612, -0.598, -0.658, -0.856, -0.525, -0.871, -0.742, -0.653, -0.467, -0.704, -0.708, -0.597, -0.664, -0.778, -0.506, -0.637, -0.634, -0.778, -0.699, -0.739, -0.602, -0.709, 0.397, 0.232, 0.145, 0.231, 0.363, 0.125, 0.248, 0.255, 0.308, 0.342, 0.295, 0.443, 0.282, 0.231, 0.332, 0.444, 0.304, 0.344, 0.309, 0.242, 0.247, 0.214, 0.285, 0.280, 0.190, 0.369, 0.316, 0.412, 0.206, 0.302, 0.482, 0.248, 0.226, 0.300, 0.185, 0.293, 0.211, 0.399, 0.228, 0.321, 0.256, 0.267, 0.399, 0.330, 0.215, 0.345, 0.403, 0.320, 0.397, 0.249, 0.361, 0.301, 0.353, 0.351, 0.209, 0.297, 0.385, 0.301, 0.307, 0.344, 0.248, 0.482, 0.218, 0.283, 0.329, 0.297, 0.448, 0.298, 0.472, 0.345, 0.291, 0.223, 0.231, 0.303, 0.363, 0.363, 0.300, 0.353, 0.225, 0.334],
  "lumo_energy_ev": 0.253,
  "smiles": "COCCNCCOC.COCCNCCOC.COCCNCCOC.COCCNCCOC.CO.CO.CO.CO.CO",
  "homo_lumo_gap_ev": 8.736,
  "e_above_lowest_ev": 4.240,
  "e_tot_ev": -63935.5883,
  "total_charge": 0
}